1.
Computed, not measured: a molecular structure, C20H20CsF4N4O2S2, with ωB97M-V with the def2-TZVPD basis set.

```
53
Properties=species:S:1:pos:R:3:mulliken_charge:R:1
Cs 0.27 0.63 0.00 1.28
C 2.34 -0.68 2.54 -1.16
N 2.86 0.65 2.29 0.28
C 3.47 1.20 3.49 -1.08
C 3.79 0.68 1.16 -0.94
C 3.85 2.02 0.42 -0.75
N 2.68 2.13 -0.43 -0.43
C 2.62 3.05 -1.37 0.19
C 1.51 3.06 -2.29 0.12
F 0.55 2.10 -2.13 -0.38
C 1.36 3.93 -3.34 -0.08
F 0.29 3.79 -4.14 -0.32
C 2.28 4.94 -3.60 -0.62
C 3.34 5.00 -2.71 0.01
F 4.27 5.97 -2.87 -0.34
C 3.51 4.13 -1.66 0.82
F 4.59 4.34 -0.86 -0.35
H 3.13 -1.45 2.59 0.35
H 1.62 -0.96 1.77 0.23
H 1.79 -0.70 3.48 0.36
H 3.86 2.19 3.29 0.27
H 4.30 0.57 3.85 0.37
H 2.73 1.27 4.29 0.33
H 3.48 -0.09 0.45 0.42
H 4.80 0.39 1.52 0.43
H 4.79 2.05 -0.14 0.40
H 3.93 2.83 1.16 0.23
H 2.16 5.63 -4.42 0.46
O -4.47 -3.48 0.63 -0.70
C -3.64 -3.73 1.66 0.42
C -4.01 -4.72 2.57 -0.76
C -3.21 -5.00 3.66 -0.19
C -2.02 -4.29 3.86 -0.88
C -1.66 -3.32 2.95 -0.35
C -2.45 -3.02 1.84 0.20
C -1.98 -1.95 0.89 0.53
O -0.92 -1.34 1.13 -0.81
N -2.79 -1.78 -0.16 -0.49
N -2.32 -0.77 -1.01 -0.40
C -3.01 -0.65 -2.06 0.20
S -2.61 0.62 -3.25 -0.11
C -3.56 -0.17 -4.57 -0.60
C -4.83 -0.73 -3.96 -0.52
S -4.39 -1.66 -2.48 -0.15
H -4.08 -2.72 0.14 0.65
H -4.94 -5.25 2.40 0.39
H -3.51 -5.77 4.36 0.35
H -1.39 -4.51 4.72 0.39
H -0.75 -2.75 3.06 0.46
H -2.98 -0.96 -5.04 0.30
H -3.78 0.59 -5.32 0.36
H -5.33 -1.40 -4.65 0.33
H -5.51 0.09 -3.71 0.28
```

Values from the calculation:
total charge: -1
E_LUMO: 2.1 eV
E_HOMO: -3.96 eV
maximum force: 1.20 eV/A



2.
Computed, not measured: a single C20H20F2N2O3 molecule, with ωB97M-V with the def2-TZVPD basis set.

```
47
Properties=species:S:1:pos:R:3:mulliken_charge:R:1
O 2.68 2.57 1.84 -0.66
C 2.28 2.40 0.71 0.64
C 1.34 3.40 0.00 -0.96
N 0.00 2.84 -0.02 -0.13
C -0.37 1.90 -0.92 0.43
O 0.36 1.56 -1.85 -0.73
C -1.70 1.28 -0.70 0.16
C -2.76 1.93 -0.08 -0.50
C -3.97 1.29 0.11 -0.51
C -4.13 -0.02 -0.32 0.69
O -5.29 -0.75 -0.15 -0.46
C -6.44 -0.11 0.13 0.27
F -7.45 -0.95 -0.08 -0.26
F -6.51 0.24 1.45 -0.27
C -3.08 -0.68 -0.96 -0.40
C -1.88 -0.03 -1.15 -0.95
N 2.54 1.33 -0.06 -0.06
C 3.08 0.08 0.46 -0.33
C 4.19 -0.42 -0.45 -0.87
C 4.45 -1.90 -0.21 -0.94
C 3.23 -2.69 -0.63 -1.12
C 1.99 -2.19 0.05 0.86
C 0.87 -3.02 0.16 -0.69
C -0.28 -2.59 0.79 -0.83
C -0.32 -1.33 1.36 -0.71
C 0.78 -0.50 1.26 -0.37
C 1.93 -0.91 0.59 0.35
H 1.33 4.34 0.54 0.44
H 1.66 3.55 -1.04 0.33
H -0.54 2.95 0.82 0.31
H -2.66 2.96 0.24 0.53
H -4.77 1.81 0.62 0.47
H -6.61 0.81 -0.46 0.33
H -3.23 -1.70 -1.28 0.48
H -1.06 -0.53 -1.64 0.47
H 2.08 1.27 -0.96 0.49
H 3.47 0.31 1.46 0.41
H 3.89 -0.27 -1.49 0.30
H 5.09 0.17 -0.28 0.34
H 4.66 -2.07 0.85 0.36
H 5.33 -2.22 -0.78 0.45
H 3.09 -2.61 -1.72 0.32
H 3.36 -3.75 -0.41 0.44
H 0.92 -4.01 -0.27 0.44
H -1.13 -3.24 0.86 0.45
H -1.20 -0.99 1.88 0.46
H 0.76 0.48 1.72 0.53
```

Values from the calculation:
total charge: 0
E_LUMO: 0.4 eV
E_HOMO: -8.98 eV
maximum force: 1.28 eV/A



3.
Computed, not measured: a molecular structure, C20H20FN2OPtS5Si, with ωB97M-V with the def2-TZVPD basis set.

```
51
Properties=species:S:1:pos:R:3:mulliken_charge:R:1
Pt 0.18 -0.18 0.29 1.35
S -1.29 -0.70 7.63 -0.26
C -0.71 -0.68 6.10 0.11
S -0.24 0.78 5.27 -0.04
C 0.11 0.05 3.71 0.29
C -0.04 -1.32 3.62 0.01
S 0.13 -2.27 2.24 -0.27
S -0.52 -2.11 5.12 -0.10
S 0.62 1.11 2.48 -0.48
C -2.68 2.07 2.29 -0.77
Si -3.05 0.55 1.19 0.08
C -3.05 -1.10 2.17 -0.90
C -4.84 0.76 0.53 -1.39
N -1.85 0.40 -0.07 -0.52
C -2.14 0.59 -1.38 0.25
C -3.04 1.55 -1.86 0.10
C -3.36 1.66 -3.20 -1.16
C -2.78 0.81 -4.14 -0.42
C -1.86 -0.13 -3.72 -0.61
C -1.55 -0.21 -2.38 0.49
F -0.64 -1.16 -1.99 -0.39
H -2.63 1.81 3.34 0.28
H -3.44 2.84 2.18 0.38
H -1.73 2.52 2.02 0.11
H -2.64 -0.97 3.17 0.17
H -2.44 -1.86 1.67 0.24
H -4.05 -1.51 2.28 0.47
H -5.56 0.36 1.23 0.46
H -4.98 0.24 -0.41 0.40
H -5.09 1.80 0.37 0.32
H -3.46 2.25 -1.15 0.45
H -4.07 2.41 -3.52 0.39
H -3.04 0.89 -5.18 0.39
H -1.39 -0.82 -4.40 0.48
O 2.61 -3.22 -1.38 -0.64
C 2.18 -2.30 -0.79 0.80
N 1.85 -1.34 -0.18 -0.71
C 1.39 1.55 -0.71 -2.48
C 0.48 2.55 -1.13 1.21
C -0.03 3.52 -0.23 -0.21
C -0.94 4.46 -0.65 -0.68
C -1.35 4.51 -1.97 -0.57
C -0.85 3.59 -2.88 -0.45
C 0.04 2.62 -2.47 -0.34
H 2.03 1.78 0.14 0.70
H 1.89 0.98 -1.49 0.43
H 0.31 3.49 0.79 0.47
H -1.34 5.17 0.06 0.40
H -2.06 5.26 -2.30 0.38
H -1.16 3.63 -3.91 0.40
H 0.41 1.89 -3.18 0.37
```

Values from the calculation:
total charge: -1
E_LUMO (alpha / beta): 2.0 / 0.3 eV
2S+1: 5
E_HOMO (alpha / beta): -3.56 / -4.93 eV
maximum force: 1.78 eV/A



4.
Computed, not measured: a molecular structure, C20H20KO12S2, with ωB97M-V with the def2-TZVPD basis set.

```
55
Properties=species:S:1:pos:R:3:mulliken_charge:R:1
K 0.61 1.04 -0.47 0.98
C 0.54 2.00 2.47 -0.78
C -0.03 1.03 3.24 0.53
C 0.74 -0.04 4.07 0.36
O 0.24 -1.08 4.59 -0.84
C 2.11 0.06 4.11 -0.67
C 2.84 1.23 3.43 0.44
C 1.94 2.26 2.59 0.44
O 2.53 2.98 1.76 -0.79
O 4.04 1.35 3.10 -0.63
O -1.27 0.85 2.99 -0.77
H -0.05 2.71 1.90 0.48
H 2.79 -0.67 4.50 0.32
C 2.71 -2.43 0.03 -0.70
C 3.35 -3.58 -0.07 0.63
C 4.82 -3.73 0.35 0.34
O 5.57 -4.80 0.33 -0.86
C 5.55 -2.66 0.74 -0.71
C 5.03 -1.27 0.83 0.48
C 3.45 -1.18 0.46 0.13
O 2.82 -0.10 0.44 -0.51
O 5.60 -0.30 1.14 -0.63
O 2.67 -4.60 -0.49 -0.90
H 1.67 -2.33 -0.24 0.45
H 6.58 -2.62 1.07 0.27
C -2.14 -3.26 -4.04 -0.44
C -0.68 -3.75 -3.95 -0.92
C 0.29 -3.11 -2.87 -0.46
S -0.82 -1.97 -1.99 1.29
O -0.63 -0.55 -2.37 -0.74
O -0.74 -2.19 -0.55 -0.62
C -2.39 -2.59 -2.73 -0.95
H -2.89 -4.00 -4.32 0.35
H -2.23 -2.44 -4.74 0.22
H -0.30 -4.04 -4.93 0.44
H -0.69 -4.78 -3.60 0.32
H 1.09 -2.50 -3.28 0.43
H 0.73 -3.69 -2.06 0.27
H -3.20 -1.88 -2.58 0.52
H -2.73 -3.42 -2.10 0.31
C -2.92 4.92 1.07 -0.56
C -3.71 5.23 -0.20 -0.68
C -3.66 3.97 -1.11 -0.71
S -3.04 2.57 -0.18 1.10
O -1.63 2.35 -0.59 -0.56
O -3.97 1.45 -0.15 -0.72
C -3.16 3.47 1.45 -0.65
H -3.09 5.43 2.03 0.41
H -1.88 5.09 0.80 0.29
H -3.53 6.24 -0.56 0.41
H -4.77 5.24 0.08 0.22
H -2.91 4.11 -1.88 0.31
H -4.58 3.70 -1.62 0.40
H -2.52 3.09 2.25 0.34
H -4.14 3.21 1.85 0.35
```

Values from the calculation:
total charge: -3
E_LUMO: 4.6 eV
E_HOMO: 2.28 eV
maximum force: 6.80 eV/A



5.
Computed, not measured: a single C20H20N2O6 molecule, with ωB97M-V with the def2-TZVPD basis set.

```
48
Properties=species:S:1:pos:R:3:mulliken_charge:R:1
C -1.92 -2.66 -8.86 -1.21
C -1.48 -1.80 -7.68 -0.38
C -2.50 -1.77 -6.55 -0.47
C -2.56 -3.08 -5.77 -0.74
O -1.32 -3.41 -5.16 -0.51
C -0.91 -2.76 -4.05 0.84
C -1.67 -1.85 -3.31 -0.30
C -1.15 -1.28 -2.17 -1.11
C 0.14 -1.59 -1.73 0.41
C 0.77 -0.98 -0.54 0.66
O 1.98 -0.87 -0.42 -0.69
N -0.12 -0.58 0.43 -0.14
C 0.15 0.07 1.63 0.21
C 1.38 0.43 2.03 -0.62
C 1.69 1.21 3.22 0.61
C 2.70 0.79 4.09 -0.65
C 3.02 1.53 5.22 -0.58
C 2.37 2.71 5.49 -0.48
C 1.39 3.15 4.61 -0.18
N 0.71 4.40 4.87 1.03
O -0.10 4.78 4.05 -0.61
O 0.99 4.99 5.88 -0.63
C 1.05 2.42 3.48 -0.32
C -1.05 0.29 2.47 0.26
O -1.05 0.56 3.64 -0.54
O -2.21 0.12 1.79 -0.49
C 0.90 -2.49 -2.48 -0.62
C 0.38 -3.08 -3.61 -0.57
H -2.87 -2.32 -9.25 0.29
H -1.18 -2.60 -9.66 0.36
H -2.02 -3.70 -8.58 0.32
H -0.53 -2.18 -7.29 0.21
H -1.31 -0.78 -8.03 0.35
H -3.49 -1.56 -6.95 0.42
H -2.24 -0.96 -5.86 0.34
H -3.36 -3.06 -5.03 0.31
H -2.75 -3.92 -6.45 0.44
H -2.66 -1.57 -3.62 0.37
H -1.75 -0.55 -1.65 0.37
H -1.09 -0.79 0.27 0.23
H 2.22 0.13 1.42 0.65
H 3.21 -0.14 3.89 0.50
H 3.79 1.18 5.89 0.39
H 2.60 3.31 6.36 0.49
H 0.29 2.80 2.81 0.56
H -2.96 0.26 2.38 0.37
H 1.90 -2.72 -2.15 0.42
H 0.95 -3.78 -4.19 0.43
```

Values from the calculation:
total charge: 0
E_LUMO: -0.3 eV
E_HOMO: -8.68 eV
maximum force: 1.33 eV/A



6.
Computed, not measured: a single C20H20N2O6S molecule, with ωB97M-V with the def2-TZVPD basis set.

```
49
Properties=species:S:1:pos:R:3:mulliken_charge:R:1
C -7.74 0.14 1.20 -0.67
O -6.41 0.38 0.76 -0.31
C -5.71 -0.71 0.40 0.61
O -6.17 -1.83 0.43 -0.63
C -4.33 -0.39 -0.03 -0.11
C -3.49 -1.42 -0.43 -1.13
C -2.20 -1.17 -0.84 -0.41
C -1.72 0.13 -0.85 1.00
O -0.46 0.49 -1.22 -0.34
C 0.40 -0.48 -1.76 -1.01
C -2.56 1.19 -0.46 0.58
C -2.03 2.59 -0.48 -0.99
S -0.91 2.88 0.96 -0.24
C 0.61 2.92 0.15 0.56
N 0.85 3.04 -1.12 -0.16
N 2.19 3.02 -1.26 -0.68
C 2.70 2.92 -0.07 0.72
C 4.14 2.88 0.30 -0.57
O 4.43 1.81 1.17 -0.49
C 4.20 0.53 0.74 0.22
C 4.27 -0.46 1.71 -1.01
C 4.06 -1.79 1.40 -0.24
C 3.77 -2.15 0.09 0.61
O 3.52 -3.43 -0.34 -0.42
C 3.59 -4.47 0.60 -0.89
C 3.71 -1.16 -0.89 -0.71
C 3.92 0.16 -0.57 0.07
O 1.74 2.86 0.88 -0.33
C -3.85 0.92 -0.05 -0.71
H -7.74 -0.53 2.06 0.30
H -8.15 1.10 1.46 0.22
H -8.32 -0.33 0.40 0.30
H -3.88 -2.43 -0.41 0.46
H -1.57 -1.99 -1.14 0.46
H 1.28 0.07 -2.08 0.21
H 0.70 -1.22 -1.01 0.40
H -0.05 -0.98 -2.62 0.44
H -1.42 2.79 -1.35 0.41
H -2.83 3.32 -0.38 0.57
H 4.74 2.84 -0.62 0.33
H 4.40 3.78 0.87 0.38
H 4.49 -0.17 2.73 0.42
H 4.12 -2.53 2.19 0.42
H 3.38 -5.38 0.05 0.24
H 2.85 -4.35 1.40 0.34
H 4.59 -4.55 1.05 0.36
H 3.50 -1.46 -1.90 0.50
H 3.86 0.90 -1.36 0.43
H -4.49 1.73 0.26 0.49
```

Values from the calculation:
total charge: 0
E_LUMO: 0.6 eV
E_HOMO: -8.22 eV
maximum force: 1.65 eV/A